1.
Here is a gas-phase ion, C20H27N2O (charge +1) from the OMol25 dataset. Energies are from the ωB97M-V functional and the def2-TZVPD basis.

Computed properties:
Total charge: +1
Total energy (hartree): -962.8348

Last column: natural (NBO) charge in e.
Element x y z (Å)
C (4.0031, 5.9172, 1.8915)  -0.26
O (3.9866, 4.7218, 2.6378)  -0.48
C (3.0831, 3.7656, 2.3260)  0.32
C (2.1524, 3.8457, 1.2943)  -0.32
C (1.2749, 2.7982, 1.0738)  -0.13
C (1.2951, 1.6615, 1.8655)  -0.09
C (0.3574, 0.5148, 1.5952)  -0.41
C (1.0119, -0.4812, 0.6349)  -0.21
N (0.0689, -1.5488, 0.2927)  -0.63
C (0.5459, -2.5132, -0.7048)  -0.24
C (-0.5971, -3.2119, -1.4044)  -0.05
C (-0.4247, -4.5084, -1.8760)  -0.18
C (-1.4253, -5.1497, -2.5833)  -0.18
C (-2.6217, -4.5003, -2.8377)  -0.18
C (-2.8154, -3.2123, -2.3724)  -0.22
C (-1.8140, -2.5769, -1.6538)  0.12
N (-2.0055, -1.2181, -1.1616)  -0.44
C (-1.8976, -0.1865, -2.2248)  -0.21
C (-2.7091, 0.9823, -1.6884)  -0.42
C (-3.9035, 0.2698, -1.0589)  -0.42
C (-3.2684, -0.9596, -0.4092)  -0.22
C (2.2301, 1.5846, 2.8927)  -0.19
C (3.1104, 2.6172, 3.1230)  -0.24
H (4.7915, 6.5257, 2.3302)  0.21
H (4.2353, 5.7297, 0.8386)  0.18
H (3.0505, 6.4503, 1.9679)  0.18
H (2.0992, 4.7159, 0.6600)  0.22
H (0.5561, 2.8818, 0.2698)  0.19
H (0.1109, 0.0094, 2.5313)  0.21
H (-0.5687, 0.8898, 1.1526)  0.20
H (1.2906, 0.0333, -0.2890)  0.20
H (1.9278, -0.8790, 1.0866)  0.20
H (-0.2042, -2.0390, 1.1422)  0.39
H (1.2234, -3.2564, -0.2703)  0.22
H (1.1201, -1.9584, -1.4566)  0.22
H (0.5094, -5.0154, -1.6892)  0.23
H (-1.2697, -6.1552, -2.9395)  0.24
H (-3.4015, -4.9921, -3.3964)  0.24
H (-3.7456, -2.7032, -2.5745)  0.22
H (-1.1373, -1.1330, -0.4454)  0.47
H (-0.8510, 0.0512, -2.4110)  0.22
H (-2.3411, -0.5715, -3.1460)  0.22
H (-2.9985, 1.6753, -2.4735)  0.25
H (-2.1448, 1.5296, -0.9328)  0.21
H (-4.4262, 0.8865, -0.3328)  0.24
H (-4.6133, -0.0230, -1.8322)  0.22
H (-3.9178, -1.8332, -0.4380)  0.23
H (-3.0107, -0.7593, 0.6326)  0.22
H (2.2623, 0.7090, 3.5245)  0.21
H (3.8337, 2.5668, 3.9205)  0.23

Cartesian forces (eV/Å) of the 3 atoms listed first:
0.002 0.238 -0.152
-0.023 -0.300 0.180
-0.095 -0.189 0.011

***

2.
Here is a single C20H27N3O2S molecule from the OMol25 dataset. Energies are from the ωB97M-V functional and the def2-TZVPD basis.

Computed properties:
Total charge: 0
Total energy (hartree): -1491.2888

Last column: natural (NBO) charge in e.
Element x y z (Å)
C (3.5583, 1.1555, -0.7992)  -0.71
C (2.5417, 1.3552, 0.2715)  0.34
C (2.0364, 2.7512, 0.4678)  -0.54
C (0.8804, 2.9740, -0.5216)  0.70
O (0.9404, 3.7526, -1.4464)  -0.62
N (-0.1822, 2.2055, -0.2287)  -0.63
C (-1.3408, 2.0994, -1.0874)  -0.06
C (-2.6353, 1.9858, -0.2763)  -0.21
C (-3.8178, 2.0309, -1.2449)  -0.40
C (-3.7253, 0.8557, -2.2184)  -0.22
C (-3.7567, -0.4587, -1.4391)  -0.40
C (-2.5747, -0.5036, -0.4711)  -0.21
C (-2.6734, 0.6701, 0.5023)  -0.41
C (-1.2675, -0.4102, -1.2576)  -0.40
C (-1.2383, 0.9004, -2.0432)  -0.22
C (-2.4209, 0.9459, -3.0095)  -0.39
N (1.9760, 0.4608, 0.9824)  -0.31
N (2.3484, -0.8673, 0.9086)  -0.48
C (3.6109, -1.3604, 1.0187)  0.67
O (4.6167, -0.6902, 1.0457)  -0.60
C (3.6200, -2.8931, 1.1090)  -0.53
C (2.8600, -3.3672, 2.2982)  -0.20
C (1.5691, -3.8001, 2.3588)  -0.28
C (1.1542, -4.1238, 3.6707)  -0.25
C (2.1324, -3.9240, 4.5878)  -0.41
S (3.5828, -3.3377, 3.8734)  0.45
H (4.5571, 1.1119, -0.3639)  0.27
H (3.5114, 1.9726, -1.5147)  0.23
H (3.3895, 0.2069, -1.3097)  0.23
H (2.8194, 3.4778, 0.2593)  0.24
H (1.6603, 2.8834, 1.4818)  0.24
H (-0.0692, 1.5198, 0.5032)  0.41
H (-1.3524, 3.0225, -1.6783)  0.23
H (-2.6951, 2.8280, 0.4214)  0.22
H (-4.7548, 1.9775, -0.6863)  0.21
H (-3.8098, 2.9727, -1.7973)  0.21
H (-4.5739, 0.8899, -2.9102)  0.21
H (-4.6940, -0.5404, -0.8842)  0.20
H (-3.7036, -1.3020, -2.1314)  0.20
H (-2.5987, -1.4456, 0.0894)  0.21
H (-1.8590, 0.6267, 1.2291)  0.20
H (-3.6107, 0.6089, 1.0601)  0.21
H (-0.4126, -0.4625, -0.5791)  0.20
H (-1.1914, -1.2512, -1.9511)  0.21
H (-0.2989, 0.9770, -2.6015)  0.22
H (-2.3944, 1.8744, -3.5831)  0.21
H (-2.3551, 0.1141, -3.7144)  0.20
H (1.5917, -1.4795, 1.1904)  0.40
H (3.1773, -3.3011, 0.1972)  0.24
H (4.6646, -3.2012, 1.1690)  0.25
H (0.9370, -3.9108, 1.4940)  0.22
H (0.1729, -4.4907, 3.9125)  0.23
H (2.0975, -4.0859, 5.6465)  0.24

Cartesian forces (eV/Å) of the 3 atoms listed first:
0.092 -0.154 -0.051
0.372 -0.405 0.060
-0.228 0.205 -0.135

***

3.
Here is a single C20H27N3O2S2 molecule from the OMol25 dataset. Energies are from the ωB97M-V functional and the def2-TZVPD basis.

Computed properties:
Total charge: 0
Total energy (hartree): -1889.4123

Last column: natural (NBO) charge in e.
Element x y z (Å)
C (-2.9214, -3.1503, -0.7335)  -0.25
O (-1.7833, -2.3302, -0.6214)  -0.51
C (-0.8316, -2.4084, -1.6072)  0.26
C (-0.9656, -3.1219, -2.7874)  -0.29
C (0.0667, -3.1307, -3.7135)  -0.19
C (1.2297, -2.4258, -3.4753)  -0.24
C (1.3693, -1.7009, -2.3034)  -0.19
C (0.3520, -1.6894, -1.3648)  0.17
N (0.4467, -0.9544, -0.1680)  -0.66
C (1.4039, -1.1524, 0.7722)  0.32
S (2.7395, -2.0868, 0.4551)  -0.29
N (1.2154, -0.5740, 1.9867)  -0.42
C (0.1210, 0.3344, 2.2483)  -0.23
C (0.2969, 1.7089, 1.5768)  -0.42
C (-1.0414, 2.2646, 1.0943)  -0.21
N (-1.5392, 1.5112, -0.0508)  -0.47
C (-0.9848, 2.0161, -1.3013)  -0.26
C (-1.4991, 1.1932, -2.4823)  -0.07
O (-2.9064, 1.1850, -2.5349)  -0.52
C (-3.4345, 0.6860, -1.3294)  -0.07
C (-2.9926, 1.5331, -0.1371)  -0.25
C (2.2671, -0.6196, 2.9876)  -0.27
C (3.0528, 0.6482, 3.0197)  -0.21
C (3.9680, 1.0822, 2.1123)  -0.25
C (4.4884, 2.3599, 2.4180)  -0.25
C (3.9591, 2.8822, 3.5520)  -0.42
S (2.8098, 1.8252, 4.2732)  0.41
H (-2.6453, -4.2067, -0.8015)  0.19
H (-3.5344, -2.8772, -1.5990)  0.18
H (-3.4944, -2.9852, 0.1781)  0.20
H (-1.8633, -3.6832, -2.9927)  0.22
H (-0.0496, -3.6979, -4.6245)  0.21
H (2.0308, -2.4359, -4.1975)  0.22
H (2.2729, -1.1488, -2.1047)  0.24
H (-0.4153, -0.4876, 0.0952)  0.44
H (-0.8170, -0.1203, 1.9133)  0.20
H (0.0537, 0.4570, 3.3314)  0.21
H (0.7458, 2.4139, 2.2768)  0.22
H (0.9775, 1.6083, 0.7307)  0.22
H (-1.7678, 2.1827, 1.9072)  0.19
H (-0.9349, 3.3337, 0.8508)  0.18
H (0.1035, 1.9468, -1.2669)  0.21
H (-1.2666, 3.0734, -1.4524)  0.17
H (-1.1595, 1.6296, -3.4231)  0.20
H (-1.1208, 0.1637, -2.4068)  0.17
H (-4.5204, 0.7071, -1.4354)  0.19
H (-3.0971, -0.3471, -1.1723)  0.17
H (-3.4093, 1.1126, 0.7813)  0.20
H (-3.3743, 2.5607, -0.2631)  0.17
H (1.8122, -0.8118, 3.9634)  0.20
H (2.9242, -1.4541, 2.7230)  0.28
H (4.2634, 0.4964, 1.2604)  0.24
H (5.2280, 2.8626, 1.8209)  0.22
H (4.1717, 3.8221, 4.0211)  0.23

Cartesian forces (eV/Å) of the 3 atoms listed first:
-0.215 -0.128 -0.018
0.483 0.127 -0.157
0.209 0.163 0.243

***

4.
Here is a single C20H27N3O4S2 molecule from the OMol25 dataset. Energies are from the ωB97M-V functional and the def2-TZVPD basis.

Computed properties:
Total charge: 0
Total energy (hartree): -2039.9417

Last column: natural (NBO) charge in e.
Element x y z (Å)
C (-5.5906, 1.4927, 2.8707)  -0.63
C (-4.7617, 0.9136, 1.7664)  0.01
C (-5.1486, -0.2635, 1.1332)  -0.20
C (-4.3712, -0.8157, 0.1313)  -0.20
C (-3.1995, -0.1856, -0.2325)  -0.22
S (-2.2310, -0.8919, -1.5435)  2.30
O (-0.9559, -0.2156, -1.6383)  -0.99
O (-3.0380, -0.9330, -2.7299)  -0.93
N (-1.9467, -2.4984, -1.1209)  -0.84
C (-0.5907, -2.7525, -0.6862)  -0.33
C (-0.3190, -1.7199, 0.4049)  0.70
O (-1.2430, -1.3284, 1.0975)  -0.64
N (0.9407, -1.2669, 0.5623)  -0.44
C (1.1514, -0.1731, 1.4878)  -0.33
C (1.5933, 1.1551, 0.8534)  0.69
O (2.2626, 1.9333, 1.5060)  -0.64
N (1.1733, 1.3429, -0.4047)  -0.67
C (1.3342, 2.5841, -1.1684)  0.13
C (0.4897, 3.6845, -0.5170)  -0.62
C (0.8449, 2.3032, -2.5882)  -0.61
C (2.8060, 3.0000, -1.1982)  -0.62
C (2.0689, -1.7367, -0.2385)  -0.25
C (3.3873, -1.3857, 0.3676)  -0.22
C (3.9722, -1.9221, 1.4759)  -0.25
C (5.2262, -1.3457, 1.7698)  -0.25
C (5.5783, -0.3862, 0.8767)  -0.40
S (4.3863, -0.1620, -0.3340)  0.47
C (-2.7961, 0.9861, 0.3736)  -0.19
C (-3.5790, 1.5320, 1.3741)  -0.21
H (-5.5104, 2.5768, 2.8895)  0.22
H (-5.2395, 1.1135, 3.8305)  0.23
H (-6.6358, 1.2150, 2.7607)  0.22
H (-6.0653, -0.7513, 1.4309)  0.21
H (-4.6567, -1.7268, -0.3690)  0.23
H (-2.2680, -3.1107, -1.8549)  0.41
H (-0.5323, -3.7594, -0.2618)  0.23
H (0.1190, -2.6545, -1.5145)  0.21
H (1.8896, -0.4413, 2.2482)  0.23
H (0.1931, 0.0020, 1.9874)  0.27
H (0.4994, 0.6925, -0.7951)  0.44
H (0.6140, 4.6228, -1.0509)  0.21
H (-0.5641, 3.4130, -0.5321)  0.20
H (0.8052, 3.8240, 0.5139)  0.23
H (0.8423, 3.2202, -3.1713)  0.21
H (-0.1610, 1.8902, -2.5741)  0.23
H (1.4991, 1.5843, -3.0761)  0.21
H (3.4089, 2.2226, -1.6612)  0.21
H (3.1676, 3.1657, -0.1883)  0.25
H (2.9167, 3.9169, -1.7709)  0.21
H (2.0135, -1.3039, -1.2454)  0.21
H (2.0030, -2.8276, -0.3165)  0.22
H (3.5201, -2.7017, 2.0637)  0.22
H (5.8353, -1.6351, 2.6069)  0.23
H (6.4688, 0.2094, 0.8555)  0.24
H (-1.8716, 1.4475, 0.0657)  0.23
H (-3.2673, 2.4452, 1.8596)  0.21

Cartesian forces (eV/Å) of the 3 atoms listed first:
0.043 -0.041 0.047
0.049 0.007 -0.064
0.096 -0.002 -0.074

***

5.
Here is a single C20H27N3O7S2 molecule in a non-equilibrium geometry from the OMol25 dataset. Energies are from the ωB97M-V functional and the def2-TZVPD basis.

Computed properties:
Total charge: 0
Total energy (hartree): -2265.6138

Last column: natural (NBO) charge in e.
Element x y z (Å)
C (1.0814, -5.6418, -2.6766)  -0.63
C (0.9071, -5.5437, -1.1680)  -0.08
O (-0.1814, -4.6798, -0.8282)  -0.51
C (0.0647, -3.3681, -0.8081)  0.82
O (1.1417, -2.8794, -1.0165)  -0.61
C (-1.2151, -2.5942, -0.5451)  -0.53
C (-1.7177, -2.1550, -1.8846)  0.16
C (-2.2975, -2.9537, -2.8214)  -0.45
S (-2.6445, -2.0633, -4.2588)  0.35
C (-1.9501, -0.6461, -3.4651)  0.26
N (-1.9038, 0.5486, -4.1256)  -0.63
C (-1.5149, 1.7743, -3.6105)  0.68
O (-1.4433, 2.7359, -4.3334)  -0.55
C (-1.2538, 1.7469, -2.1424)  -0.10
C (-2.3327, 1.8174, -1.2683)  -0.19
C (-2.1213, 1.6648, 0.0890)  -0.22
C (-0.8388, 1.4512, 0.5538)  -0.21
S (-0.6636, 1.0198, 2.2799)  2.31
O (-1.7539, 1.6064, 3.0151)  -0.95
O (-0.5379, -0.4152, 2.3207)  -0.96
N (0.7737, 1.6712, 2.8144)  -0.71
C (0.7076, 3.0360, 3.2795)  -0.26
C (0.8714, 4.0465, 2.1348)  -0.06
O (-0.1867, 4.0619, 1.2125)  -0.55
C (-1.4012, 4.5926, 1.6979)  -0.27
C (1.7896, 0.7923, 3.3376)  -0.25
C (3.0864, 0.8344, 2.5132)  -0.06
O (2.9324, 0.4387, 1.1765)  -0.55
C (2.6214, -0.9301, 0.9984)  -0.27
C (0.2472, 1.4291, -0.2964)  -0.20
C (0.0377, 1.5921, -1.6545)  -0.17
N (-1.5312, -0.8676, -2.2737)  -0.49
H (0.1609, -5.9870, -3.1413)  0.21
H (1.8793, -6.3414, -2.9075)  0.22
H (1.3388, -4.6669, -3.0833)  0.22
H (1.8211, -5.1590, -0.7045)  0.20
H (0.6471, -6.5118, -0.7358)  0.19
H (-1.0004, -1.7204, 0.0703)  0.27
H (-1.9341, -3.2492, -0.0555)  0.24
H (-2.5391, -3.9943, -2.7557)  0.24
H (-2.1467, 0.5424, -5.1099)  0.42
H (-3.3311, 1.9648, -1.6528)  0.22
H (-2.9354, 1.6922, 0.7957)  0.24
H (1.4990, 3.2051, 4.0131)  0.21
H (-0.2612, 3.1884, 3.7667)  0.23
H (1.7540, 3.7890, 1.5441)  0.19
H (1.0067, 5.0494, 2.5718)  0.17
H (-2.0302, 4.7412, 0.8220)  0.20
H (-1.9009, 3.9048, 2.3863)  0.19
H (-1.2359, 5.5556, 2.1956)  0.17
H (1.3709, -0.2145, 3.3168)  0.25
H (2.0228, 1.0472, 4.3784)  0.20
H (3.4634, 1.8599, 2.4667)  0.18
H (3.8346, 0.2006, 3.0161)  0.17
H (1.6186, -1.1724, 1.3599)  0.19
H (2.6590, -1.1214, -0.0713)  0.22
H (3.3561, -1.5620, 1.5103)  0.16
H (1.2388, 1.2748, 0.0969)  0.25
H (0.8707, 1.5629, -2.3395)  0.22

Cartesian forces (eV/Å) of the 3 atoms listed first:
-0.150 0.159 0.357
0.454 -0.129 -0.221
-0.303 -0.300 0.052

***

Number 1: E_LUMO -2.1 eV, HOMO level -10.6 eV, Kohn-Sham gap 8.48 eV. Number 2: E_LUMO 0.5 eV, HOMO level -8.9 eV, Kohn-Sham gap 9.36 eV. Number 3: E_LUMO 0.6 eV, HOMO level -7.7 eV, Kohn-Sham gap 8.26 eV. Number 4: E_LUMO 0.4 eV, HOMO level -8.9 eV, Kohn-Sham gap 9.34 eV. Number 5: E_LUMO 0.5 eV, HOMO level -8.6 eV, Kohn-Sham gap 9.09 eV.